{
  "formula": "C20H28HfNO3",
  "method": "ωB97M-V/def2-TZVPD",
  "e_above_lowest_kcal_mol": 0.00,
  "orbital_gap_ev": 8.90,
  "homo_ha": -0.434,
  "total_charge": 1,
  "spin_multiplicity": 1,
  "symbols": ["O", "C", "C", "H", "H", "C", "H", "H", "C", "H", "H", "H", "C", "H", "H", "H", "Hf", "C", "C", "C", "H", "C", "C", "H", "H", "H", "H", "C", "C", "C", "H", "C", "C", "H", "H", "H", "H", "O", "C", "C", "H", "H", "C", "H", "H", "C", "H", "H", "H", "H", "O", "C", "N"],
  "coordinates": [[-0.10118, 0.64782, -0.08259], [0.17318, -0.26148, -1.28401], [0.10930, -1.51738, -0.45043], [1.17131, -0.00428, -1.64986], [-0.62355, -0.14165, -2.02393], [0.04337, -0.60291, 0.77327], [1.00180, -2.13831, -0.50846], [-0.80790, -2.10226, -0.59593], [1.36286, -0.58294, 1.51587], [2.18762, -0.34703, 0.83070], [1.54498, -1.57603, 1.95212], [1.33761, 0.14626, 2.33336], [-1.14880, -0.81390, 1.67312], [-2.06088, -0.93921, 1.08460], [-1.28156, 0.02179, 2.36737], [-0.98408, -1.72287, 2.26624], [-0.77331, 2.69615, -0.07497], [-2.99485, 3.58280, 0.23010], [-2.93847, 3.54018, -1.19663], [-2.86581, 2.17695, -1.60199], [-3.06982, 4.39456, -1.86463], [-2.84196, 1.36336, -0.42704], [-2.91944, 2.22958, 0.71981], [-3.06948, 1.90932, 1.75249], [-3.28038, 4.45492, 0.81980], [-2.89669, 1.80498, -2.62729], [-3.00689, 0.29014, -0.39900], [-0.02412, 4.79476, 1.34431], [-0.93742, 3.94997, 2.03932], [-0.33421, 2.65865, 2.19813], [-1.85809, 4.27072, 2.52319], [0.96891, 2.71776, 1.56967], [1.13862, 4.03335, 1.04040], [2.05293, 4.40299, 0.57660], [-0.17222, 5.85822, 1.14776], [-0.70302, 1.85635, 2.83212], [1.75522, 1.97403, 1.65270], [1.64179, -3.80052, -0.86245], [1.47235, -4.87548, 0.08593], [2.11045, -6.15728, -0.47437], [0.39375, -5.01261, 0.26523], [1.93385, -4.56440, 1.03633], [2.49384, -5.81145, -1.92994], [1.41090, -6.99382, -0.42729], [3.00395, -6.40119, 0.10653], [2.34077, -4.28670, -2.03260], [1.80172, -6.29566, -2.62364], [3.51119, -6.12337, -2.16890], [1.77234, -3.98252, -2.92366], [3.32865, -3.79905, -2.06879], [-0.07694, 6.05901, -2.74249], [-0.11923, 5.03317, -2.15084], [-0.17298, 3.98651, -1.54535]],
  "atomic_forces_ev_per_a": [[0.6, -1.5, -1.1], [-0.3, 0.8, 0.0], [-0.3, 0.6, 0.2], [-0.3, 0.0, -0.2], [0.3, 0.2, 0.0], [0.2, -0.6, 0.7], [-0.5, 0.1, 0.1], [0.3, 0.1, 0.0], [0.0, 0.3, 0.2], [-0.1, -0.1, 0.2], [-0.1, 0.3, -0.2], [0.1, -0.2, -0.1], [-0.1, 0.2, 0.1], [0.1, 0.0, 0.2], [0.0, -0.2, -0.1], [0.0, 0.2, -0.2], [-0.2, 1.0, -0.7], [-0.9, -0.5, -0.7], [-0.7, -0.4, 0.6], [0.3, -0.1, 0.7], [0.4, -0.3, 0.3], [-1.2, 1.0, 0.2], [-1.2, -0.4, -0.8], [0.2, 0.2, -0.4], [0.5, -0.3, -0.3], [0.2, 0.2, 0.4], [0.5, 0.2, -0.1], [-0.2, -0.7, 0.2], [1.1, 0.0, 0.7], [1.0, 0.7, 0.6], [0.3, -0.2, -0.4], [0.0, 1.1, 1.0], [-0.1, -0.6, 0.7], [-0.5, -0.2, -0.1], [0.0, -0.5, -0.2], [0.1, 0.3, -0.3], [-0.4, 0.2, -0.3], [0.6, -1.5, -0.4], [-0.3, 0.2, 0.3], [0.3, 0.4, 0.0], [0.3, 0.1, -0.1], [-0.1, -0.1, -0.3], [-0.5, 0.1, 0.1], [0.2, 0.1, 0.0], [-0.2, -0.1, -0.1], [0.3, 0.3, 0.0], [0.2, 0.0, 0.0], [-0.2, 0.0, 0.0], [0.1, -0.1, 0.3], [-0.3, -0.1, 0.0], [0.0, -1.5, 0.9], [0.0, 0.6, -0.4], [0.5, 0.9, -1.3]]
}